Record 1
Molecular formula: C36H44N5P2S2V
Method: DFT, ωB97M-V/def2-TZVPD

- LUMO (alpha / beta): -0.07702 / -0.07692 Eh
- HOMO energy (alpha / beta): -9.50 / -8.93 eV
- ⟨S²⟩: 0.757
- Multiplicity: 2
- Kohn-Sham gap (alpha / beta): 7.4 / 6.8 eV
- Net charge: +1

Last column: Mulliken charge in e.
Element x y z (Å)
V 0.877 0.238 0.540  1.4663
N -1.337 -0.210 0.785  -0.1626
C -1.765 -0.658 2.119  -1.0392
C -0.629 -1.470 2.695  0.7376
N 0.623 -0.689 2.640  1.2723
C 1.769 -1.613 2.822  0.0454
C 3.061 -0.977 2.359  -1.0390
N 2.901 -0.577 0.951  -0.4384
C 0.630 0.364 3.681  -1.7243
C 0.473 1.762 3.112  0.3327
N 1.420 1.914 1.994  -0.5214
H -1.943 0.526 0.438  0.2539
H -1.392 -0.982 0.121  0.1094
H -2.671 -1.269 2.084  0.7118
H -1.985 0.223 2.726  0.2951
H -0.490 -2.357 2.076  -1.3867
H -0.846 -1.804 3.716  0.4171
H 1.595 -2.488 2.194  -0.3211
H 1.845 -1.958 3.859  0.2847
H 3.879 -1.692 2.479  0.5562
H 3.314 -0.095 2.954  0.3115
H 3.019 -1.417 0.369  -0.1873
H 3.629 0.078 0.675  0.2507
H 1.585 0.317 4.212  0.4632
H -0.146 0.167 4.426  0.3236
H 0.645 2.483 3.918  0.5612
H -0.530 1.933 2.718  -0.2706
H 2.370 1.796 2.340  0.2807
H 1.364 2.869 1.650  0.0608
N 1.750 0.973 -1.498  0.1037
C 1.882 2.324 -1.951  -0.6250
C 2.990 2.739 -2.676  -0.7453
C 3.033 4.033 -3.171  -0.7065
C 1.969 4.903 -2.966  -0.8177
C 0.877 4.486 -2.222  -0.1948
C 0.840 3.206 -1.680  0.0387
P -0.464 2.561 -0.582  2.1442
C -1.997 2.630 -1.567  0.6994
C -2.387 1.436 -2.174  -0.3324
C -3.494 1.392 -3.009  -0.8829
C -4.222 2.549 -3.240  -0.5731
C -3.842 3.742 -2.637  -0.7713
C -2.736 3.785 -1.806  -0.4838
C -0.724 3.929 0.615  0.2198
C -1.897 3.923 1.372  -0.7639
C -2.098 4.851 2.379  -0.6964
C -1.120 5.798 2.659  -0.6741
C 0.053 5.810 1.920  -0.8415
C 0.251 4.881 0.906  -0.6778
H 2.581 0.431 -1.720  0.3045
H 1.006 0.502 -2.008  0.1625
H 3.799 2.049 -2.882  0.4738
H 3.893 4.357 -3.742  0.4190
H 1.997 5.900 -3.381  0.4462
H 0.054 5.166 -2.044  0.4539
H -1.809 0.532 -2.002  0.2014
H -3.784 0.461 -3.475  0.4678
H -5.086 2.525 -3.890  0.3973
H -4.412 4.643 -2.818  0.4320
H -2.459 4.719 -1.334  0.3898
H -2.673 3.196 1.157  0.4777
H -3.020 4.840 2.945  0.4550
H -1.276 6.526 3.442  0.4214
H 0.816 6.550 2.125  0.4591
H 1.168 4.914 0.330  0.5125
S 2.972 -3.754 -0.025  -0.4715
P 1.164 -3.546 -0.777  1.1348
S 0.556 -1.649 -1.206  -0.6745
C 0.937 -4.513 -2.292  0.6897
C 0.004 -4.151 -3.259  -0.3555
C -0.199 -4.962 -4.366  -0.7764
C 0.527 -6.135 -4.510  -0.4145
C 1.460 -6.496 -3.549  -0.7066
C 1.666 -5.690 -2.443  -0.5174
C -0.081 -4.237 0.370  -0.0696
C 0.308 -4.866 1.544  -0.0438
C -0.646 -5.330 2.441  -0.7553
C -1.994 -5.170 2.163  -0.5109
C -2.389 -4.568 0.971  -0.7527
C -1.439 -4.106 0.079  -0.3185
H -0.553 -3.229 -3.157  0.2689
H -0.921 -4.674 -5.117  0.4058
H 0.368 -6.765 -5.375  0.3959
H 2.035 -7.405 -3.663  0.3909
H 2.405 -5.960 -1.699  0.3357
H 1.365 -4.989 1.744  0.5090
H -0.334 -5.820 3.354  0.4243
H -2.741 -5.529 2.859  0.4205
H -3.442 -4.475 0.736  0.4440
H -1.752 -3.653 -0.856  0.4107

Cartesian forces, eV/Å:
-0.43 0.43 0.03
-0.07 0.08 -0.03
-0.05 -0.02 0.02
-0.01 0.00 -0.05
0.12 -0.20 0.05
-0.03 -0.03 -0.11
0.09 0.05 0.04
-0.06 0.09 -0.28
0.07 0.00 0.06
0.02 -0.12 0.13
0.02 0.03 -0.13
-0.05 -0.13 0.02
0.00 0.01 0.03
0.01 0.04 0.01
0.02 -0.04 0.03
-0.02 -0.01 0.01
-0.01 0.02 0.00
-0.01 0.01 0.02
-0.01 0.06 0.02
-0.03 0.01 0.02
-0.01 -0.04 0.00
-0.01 0.00 0.04
0.03 -0.10 0.07
-0.04 0.02 0.01
0.01 0.03 -0.01
-0.03 0.06 -0.10
0.04 -0.02 0.02
-0.02 0.03 0.01
0.01 -0.06 -0.01
0.37 -0.11 0.02
0.01 -0.09 0.02
-0.01 0.15 -0.08
0.00 -0.06 0.03
-0.05 -0.04 0.04
0.08 0.14 -0.07
-0.15 -0.13 0.11
0.06 0.25 0.24
0.14 -0.28 -0.14
0.03 -0.04 0.01
-0.02 0.06 -0.01
0.01 -0.01 0.01
-0.08 0.01 -0.04
0.01 0.08 0.08
0.12 -0.09 -0.07
-0.07 -0.04 -0.02
0.01 0.03 0.02
0.00 -0.01 -0.01
-0.01 0.00 0.05
0.01 -0.01 -0.03
-0.04 0.03 -0.01
0.12 0.06 -0.11
0.00 -0.03 0.01
0.02 0.01 -0.02
-0.01 0.04 0.00
-0.02 0.02 0.00
0.02 -0.02 0.00
-0.01 -0.02 -0.01
-0.01 0.00 -0.01
0.00 0.01 0.00
0.02 0.01 0.00
-0.02 0.00 -0.01
-0.01 0.00 0.01
0.00 0.01 0.01
0.01 0.01 0.00
0.00 0.00 0.01
0.16 0.05 0.01
-0.05 -0.02 0.04
-0.17 -0.12 0.01
-0.01 -0.05 0.00
-0.03 0.04 -0.01
0.01 -0.02 0.01
-0.02 0.01 -0.01
0.00 -0.04 -0.04
0.04 0.03 0.05
0.01 0.04 -0.03
0.06 -0.04 -0.02
-0.03 0.02 0.00
-0.01 0.02 -0.03
-0.05 -0.04 0.08
-0.03 0.03 -0.08
0.02 0.00 0.01
-0.02 0.01 -0.02
0.01 -0.01 -0.01
0.00 -0.02 -0.01
-0.01 0.00 0.00
0.01 0.00 0.03
0.01 -0.01 0.02
-0.01 -0.02 0.02
-0.02 0.01 0.00
0.03 0.03 0.04

Record 2
Molecular formula: C5H7N
Method: DFT, ωB97M-V/def2-TZVPD

- LUMO: 0.00018 Eh
- HOMO energy: -8.58 eV
- Kohn-Sham gap: 8.6 eV

Last column: Mulliken charge in e.
Element x y z (Å)
C 0.943 -0.918 -0.361  -0.5309
C 1.466 0.453 -0.653  -0.4536
C 0.541 1.340 0.100  -0.3223
N -0.512 0.614 0.837  -0.4169
C -0.276 -0.805 0.552  0.0005
C -1.428 -0.098 -0.046  -0.4418
H 1.756 -1.547 0.025  0.4062
H 1.167 1.907 0.809  0.3340
H 0.124 2.103 -0.574  0.3217
H -0.410 -1.503 1.375  0.3456
H 0.704 -1.362 -1.340  0.2913
H -2.436 -0.230 0.341  0.2510
H -1.379 0.107 -1.118  0.2153

Cartesian forces, eV/Å:
0.01 0.09 0.02
-0.36 -0.09 0.21
0.12 0.03 -0.14
0.11 0.11 0.05
0.06 -0.22 0.01
-0.23 -0.04 -0.15
-0.08 0.12 -0.02
-0.01 -0.08 -0.10
0.08 -0.06 0.08
0.02 0.11 -0.15
0.10 0.03 0.06
0.17 0.01 -0.04
0.03 0.00 0.18

Record 3
Molecular formula: C20H19Cl3N4NdO3Si
Method: DFT, ωB97M-V/def2-TZVPD

- LUMO (alpha / beta): -0.11416 / -0.11372 Eh
- HOMO energy (alpha / beta): -11.99 / -11.99 eV
- ⟨S²⟩: 3.753
- Multiplicity: 4
- Kohn-Sham gap (alpha / beta): 8.9 / 8.9 eV
- Net charge: +1

Last column: Mulliken charge in e.
Element x y z (Å)
Nd -0.093 -0.491 0.569  0.6777
O -1.037 -3.316 -2.011  -0.5874
C -0.271 -2.456 -1.651  -0.0318
N 0.525 -2.400 -0.522  -0.0861
C 0.757 -3.509 0.301  -0.1745
O 0.512 -4.664 0.090  -0.5592
C 1.530 -3.091 1.529  0.6443
C 2.335 -3.839 2.280  -0.8340
C 3.143 -3.013 3.269  -0.1629
C 3.842 -1.914 2.491  -0.7460
C 2.990 -1.216 1.749  -0.4225
N 1.587 -1.651 1.917  0.3876
C -0.138 -1.183 -2.492  0.7607
C -0.560 -1.212 -3.810  -0.5871
C -0.364 -0.085 -4.589  -0.4162
C 0.224 1.036 -4.019  -0.8499
C 0.574 0.991 -2.683  -0.1890
N 0.404 -0.097 -1.927  -0.0239
H 2.421 -4.913 2.184  0.4755
H 3.732 -3.563 3.990  0.7358
H 4.908 -1.743 2.544  0.4593
H 3.220 -0.422 1.053  0.4969
H -1.012 -2.117 -4.190  0.5297
H -0.659 -0.082 -5.631  0.4627
H 0.408 1.932 -4.594  0.4463
H 1.009 1.857 -2.198  0.5462
O -0.281 1.297 2.268  -0.3002
C 0.190 2.648 2.120  -0.5494
C 0.478 2.902 0.648  -0.5548
C -0.687 3.415 -0.196  -0.9208
C -1.825 2.493 -0.584  0.6989
C -2.932 3.042 -1.223  -0.9760
C -3.956 2.222 -1.651  -0.3646
C -3.865 0.854 -1.432  -1.1496
C -2.750 0.387 -0.776  0.0243
N -1.750 1.180 -0.358  0.3831
H -0.775 1.161 3.081  0.2371
H 1.092 2.769 2.720  0.3376
H -0.570 3.338 2.490  0.3734
H 0.928 2.001 0.209  -0.0080
H 1.273 3.648 0.597  0.4947
H -0.286 3.827 -1.126  0.4137
H -1.121 4.276 0.321  0.5550
H -2.974 4.112 -1.385  0.4923
H -4.819 2.643 -2.151  0.4321
H -4.639 0.168 -1.745  0.4918
H -2.667 -0.678 -0.558  0.4553
Cl -1.845 -1.476 2.024  -0.3834
Si 1.669 -1.960 3.722  0.3440
Cl 0.146 -2.912 4.624  -0.2069
Cl 1.978 -0.197 4.709  -0.2718

Cartesian forces, eV/Å:
0.16 1.37 -0.03
0.03 -0.07 -0.04
0.27 -0.23 0.06
-0.18 -0.64 -0.20
0.07 0.18 -0.19
-0.01 -0.08 -0.01
0.05 0.14 -0.11
0.12 -0.11 -0.01
0.08 -0.11 -0.15
0.11 -0.16 -0.05
-0.09 -0.08 0.00
0.49 -0.40 0.22
0.09 -0.21 -0.04
0.00 0.03 -0.04
-0.02 -0.02 -0.04
0.01 0.03 0.01
-0.05 0.01 -0.01
0.02 -0.07 -0.13
-0.01 0.04 0.00
0.03 0.01 -0.01
-0.04 0.01 0.01
0.00 0.08 0.06
0.01 0.01 0.00
0.00 0.01 0.01
-0.01 -0.02 -0.01
0.01 0.00 0.00
0.20 0.21 0.02
-0.12 -0.10 0.10
-0.04 -0.02 0.06
-0.06 0.07 0.01
0.01 -0.05 0.08
0.01 0.08 0.00
-0.07 -0.01 -0.04
-0.02 0.04 0.00
-0.04 0.03 -0.02
-0.10 0.18 -0.16
-0.04 0.00 0.16
0.04 0.01 0.00
0.01 0.04 -0.01
0.07 0.03 -0.08
-0.02 0.02 -0.03
0.02 -0.03 -0.01
-0.01 0.00 -0.01
-0.01 -0.02 0.00
0.01 0.00 0.00
0.00 0.02 0.00
0.01 0.05 -0.01
-0.69 -0.45 0.52
-0.14 0.17 0.26
-0.08 0.07 -0.06
-0.08 -0.05 -0.08

Record 4
Molecular formula: C9H10N2O2S
Method: DFT, ωB97M-V/def2-TZVPD

- LUMO: -0.02829 Eh
- HOMO energy: -7.28 eV
- Kohn-Sham gap: 6.5 eV

Last column: Mulliken charge in e.
Element x y z (Å)
O -0.535 2.040 2.518  -0.7409
O 0.925 -1.582 0.233  -0.7229
S -2.600 0.311 -2.297  -0.1564
C -2.202 -0.306 -3.900  -0.3821
C -1.024 -1.018 -3.869  -0.4843
C -0.363 -0.972 -2.566  -0.4015
C -1.037 -0.211 -1.647  0.0887
C -0.559 0.084 -0.292  0.4510
C -1.093 1.074 0.517  -0.5676
N 0.563 -0.399 0.357  0.7621
N -0.377 1.178 1.677  0.8219
C 0.723 -0.673 2.892  -1.5373
C 2.127 1.003 1.651  -1.4239
C 0.781 0.281 1.668  0.4095
H -2.919 -0.231 -4.743  0.3901
H -0.554 -1.499 -4.701  0.3927
H 0.595 -1.427 -2.383  0.4422
H -1.968 1.613 0.222  0.4275
H 1.448 -1.482 2.788  0.3584
H 0.948 -0.177 3.829  0.3838
H -0.228 -1.154 3.043  0.4065
H 2.905 0.247 1.616  0.3606
H 2.205 1.692 0.796  0.3798
H 2.237 1.608 2.591  0.3418

Cartesian forces, eV/Å:
0.04 1.57 2.23
1.95 -1.67 -0.69
1.10 -0.07 -0.57
0.16 -0.80 0.53
-0.13 1.02 1.49
-0.82 0.43 -1.27
0.07 -1.14 0.18
1.93 0.02 0.02
1.00 0.18 1.91
-3.37 -0.05 -0.55
-1.83 0.03 -3.56
0.23 -0.39 -0.52
-0.40 1.17 0.57
0.18 -0.67 0.49
0.61 0.08 0.88
-0.10 -0.18 -0.39
0.06 -0.06 0.18
-0.15 0.72 0.64
0.03 0.21 -0.34
0.10 0.61 -0.14
-0.57 -0.03 -0.35
0.05 -0.01 -0.10
0.00 -0.33 0.23
-0.17 -0.62 -0.86

Record 5
Molecular formula: C12H33O13P3
Method: DFT, ωB97M-V/def2-TZVPD

- LUMO: 0.02348 Eh
- HOMO energy: -9.58 eV
- Kohn-Sham gap: 10.2 eV
- SMILES string: COP(=O)(OC)OC.COP(=O)(OC)OC.COP(=O)(OC)OC.CC(C)=O

Last column: Mulliken charge in e.
Element x y z (Å)
C -2.099 2.260 -1.394  -0.3999
O -1.794 1.097 -0.579  -0.3281
P -0.378 0.596 -0.091  1.0156
O 0.760 1.519 -0.372  -0.7172
O -0.575 0.423 1.505  -0.2690
C -1.334 1.388 2.173  -0.8144
O -0.001 -0.888 -0.626  0.0109
C 1.041 -1.537 -0.134  -1.0546
H -1.550 2.479 -2.212  0.2544
H -1.821 3.196 -0.636  0.0505
H -3.137 2.492 -1.613  0.3090
H -2.433 1.506 1.971  0.3182
H -1.092 2.681 2.060  0.0729
H -1.183 1.256 3.058  0.5577
H 1.872 -1.104 -0.252  0.6426
H 1.127 -2.486 -0.527  0.4427
H 1.053 -1.454 1.038  -0.0018
C 0.347 -5.283 1.470  -0.8612
O -0.178 -4.065 1.869  -0.1653
P -0.160 -3.652 3.510  1.0356
O -0.015 -4.921 4.301  -0.7655
O 1.027 -2.674 3.819  -0.1628
C 2.298 -3.108 4.125  -0.7535
O -1.617 -2.935 3.764  -0.3093
C -1.733 -2.186 4.954  -0.7640
H -0.336 -5.951 1.552  0.3656
H 1.142 -5.545 2.077  0.4431
H 0.760 -5.083 0.386  0.1459
H 2.591 -3.557 3.152  0.3036
H 2.253 -3.901 4.835  0.3786
H 3.228 -2.500 4.505  0.2473
H -1.141 -1.356 4.788  0.3164
H -1.571 -2.889 5.832  0.3266
H -2.791 -1.950 5.130  0.2448
C -0.262 -2.778 -3.604  -0.3577
O -0.468 -1.841 -4.640  -0.3848
P -0.059 -0.202 -4.442  0.3119
O -0.475 0.350 -3.136  0.0814
O 1.617 -0.312 -4.596  -0.3979
C 2.416 -0.740 -3.473  -0.6910
O -0.642 0.619 -5.645  -0.4088
C -1.825 1.353 -5.510  -0.4959
H -1.077 -3.534 -3.584  0.3103
H -0.634 -2.296 -2.695  -0.0370
H 0.646 -3.228 -3.906  0.3228
H 2.227 -0.007 -2.757  0.1794
H 3.401 -0.616 -3.729  0.4385
H 2.264 -1.675 -3.161  0.3125
H -1.431 2.069 -4.690  0.2116
H -2.719 0.783 -5.330  0.2643
H -2.043 1.822 -6.444  0.2310
C 0.803 6.619 1.809  -1.2698
C 0.039 5.776 0.729  0.7764
C 0.919 4.964 -0.265  -0.8417
O -1.172 5.878 0.550  -0.5463
H 1.273 6.214 2.749  0.3193
H -0.135 7.066 2.110  0.3401
H 1.407 7.390 1.665  0.4364
H 1.377 5.580 -1.082  0.3428
H 0.457 4.129 -0.803  0.0327
H 1.556 4.751 0.428  0.4039

Cartesian forces, eV/Å:
0.02 3.41 5.69
-0.55 -0.95 -0.93
2.64 1.53 -0.82
-1.28 -0.65 0.19
-0.63 -0.22 -1.51
-2.54 6.23 -8.83
-4.91 2.91 -1.06
-2.43 -2.08 6.04
2.21 -0.49 -2.64
-0.69 -2.08 -1.91
-0.35 -1.33 0.32
0.95 -1.17 -0.26
0.28 -3.75 -0.32
1.50 -1.66 10.25
6.63 3.81 -1.95
-0.30 -2.32 -0.45
-0.47 -1.23 -1.64
4.38 4.30 -3.32
-0.99 3.79 3.19
-1.57 -4.36 -0.46
-0.08 1.72 -0.82
-2.21 3.17 0.09
3.49 -1.88 -1.12
2.33 -0.96 -2.04
-1.90 -2.56 1.74
-4.44 -4.67 -0.09
1.83 -0.74 1.12
-0.98 -0.82 1.93
0.85 0.03 0.73
-0.25 -0.76 0.56
-2.70 0.34 -0.90
1.22 1.90 0.82
0.78 1.19 -0.78
0.23 0.34 -0.70
-2.93 0.30 0.13
-0.62 3.59 -1.59
1.97 -2.93 2.12
0.08 -0.30 -0.79
-2.77 0.21 -1.30
-1.50 3.53 -1.42
1.99 -2.80 -1.27
0.84 2.17 1.96
0.45 0.01 -1.12
1.92 0.11 0.79
1.30 -0.67 1.31
-0.34 0.78 1.94
2.39 0.17 -1.10
-1.02 -3.68 1.11
-2.21 -0.49 -1.20
-0.07 -0.54 0.90
0.43 0.67 -0.61
-4.34 -3.22 2.32
-0.15 0.28 -3.10
-3.93 2.28 -3.13
1.78 -0.06 1.28
-0.76 -0.79 -1.14
-0.01 0.71 1.09
2.81 3.17 -2.28
-0.32 0.02 1.08
-0.09 0.03 0.76
5.02 -2.52 3.12

Record 6
Molecular formula: C4H13NO2
Method: DFT, ωB97M-V/def2-TZVPD

- LUMO (alpha / beta): -0.11534 / -0.30448 Eh
- HOMO energy (alpha / beta): -14.45 / -14.45 eV
- ⟨S²⟩: 0.755
- Multiplicity: 2
- Kohn-Sham gap (alpha / beta): 11.3 / 6.2 eV
- Net charge: +1

Last column: Mulliken charge in e.
Element x y z (Å)
C -0.571 -1.742 -0.587  -1.4109
C 0.071 -0.508 -1.243  0.1343
C 0.852 0.463 -0.174  -0.0446
C 2.033 -0.347 0.372  -1.2106
O 0.015 0.899 0.811  -0.4741
N -0.900 0.288 -1.872  -0.2768
H -1.294 -1.454 0.183  0.3811
H 0.148 -2.439 -0.159  0.3892
H -1.135 -2.255 -1.357  0.3778
H 0.806 -0.816 -1.970  0.4516
H 1.147 1.333 -0.744  0.4541
H 2.674 0.379 0.853  0.3595
H 2.622 -0.705 -0.481  0.3689
H 1.673 -1.215 0.902  0.4003
H -0.254 0.189 1.417  0.4345
H -1.560 0.738 -1.240  0.2941
H -0.537 0.963 -2.541  0.3342
H -1.932 2.367 3.358  0.3239
H -1.610 1.979 1.882  0.3375
O -2.248 1.882 2.592  -0.6243

Cartesian forces, eV/Å:
-0.13 0.47 0.37
-1.30 -1.29 -0.69
0.44 -0.08 0.88
-0.09 0.24 -2.04
-0.70 0.06 -0.02
1.20 1.02 0.92
0.10 -0.02 -0.02
0.08 0.18 -0.10
-0.01 -0.19 -0.13
0.42 0.12 -0.20
0.24 0.16 -0.09
0.00 -0.18 0.82
-0.06 -0.10 0.15
0.24 0.06 0.71
0.26 0.08 0.04
-0.49 -0.36 -0.15
-0.25 -0.22 -0.39
0.15 0.11 -0.10
0.17 0.40 0.19
-0.25 -0.46 -0.13

Question: Number 1 is which compound?
Answer: C36H44N5P2S2V